[1]
Molecular formula: C34H54O36S8
Method: DFT, ωB97M-V/def2-TZVPD

Summary:
HOMO energy = -8.805 eV
Gap between HOMO and LUMO = 8.78 eV

Structure (XYZ):
```
132
Properties=species:S:1:pos:R:3:mulliken_charge:R:1
S -1.697 -2.171 -0.756 0.794
S -3.533 -3.330 6.861 1.067
S 0.766 -6.335 2.329 0.956
S -3.970 1.373 2.755 0.966
S 2.981 -0.285 3.580 1.074
S -5.145 2.473 8.574 1.031
S 4.621 -3.492 -1.422 1.130
S -0.158 3.246 -2.640 1.049
O -1.725 3.583 -2.761 -0.340
O 4.545 -2.081 -1.309 -0.432
O 4.309 -0.601 3.957 -0.570
O 0.577 4.413 -2.970 -0.710
O 0.075 1.998 -3.263 -0.078
O 0.856 -6.605 3.909 -0.340
O 1.979 -1.161 4.482 -0.381
O -3.186 -2.539 7.982 -0.532
O -2.810 -2.713 5.567 -0.155
O -6.009 3.670 7.945 -0.307
O -2.023 -0.798 -0.879 -0.465
O -2.998 -3.047 -1.094 -0.310
O -4.400 2.334 3.957 -0.283
O -0.594 4.122 -8.291 -0.567
O -6.011 1.559 9.214 -0.559
O 2.654 -0.968 2.171 -0.124
O 2.507 1.053 3.548 -0.559
O -0.814 -6.059 2.253 -0.277
O 3.635 -4.352 -0.881 -0.595
O 1.436 -5.121 2.030 -0.312
O -3.812 2.148 1.581 -0.475
O -0.101 3.040 -1.054 -0.347
O 3.786 -0.088 -6.266 -0.632
O 1.061 -7.543 1.652 -0.586
O 4.828 -3.869 -2.969 -0.325
O -4.385 3.331 9.694 -0.318
O -2.510 0.990 3.301 -0.191
O -4.200 2.056 7.595 -0.460
O 4.580 2.377 -4.020 -0.052
O -1.096 -2.703 0.414 -0.298
O -4.783 0.208 2.790 -0.583
O -0.823 -2.597 -2.029 -0.265
O 6.067 -3.955 -0.899 -0.303
O -3.364 -4.740 6.844 -0.568
O -5.044 -3.000 6.437 -0.391
O -1.000 -0.726 -6.362 -0.639
C -3.791 -2.370 4.578 -0.124
C -1.402 -3.754 -2.646 -0.266
C -1.341 4.826 -7.293 -0.447
C -5.042 -2.046 5.362 -0.122
C 2.376 -0.104 -2.206 -0.313
C 2.736 1.384 -2.076 -0.180
C 0.261 3.197 -7.721 -0.017
C -2.889 -3.598 -2.415 -0.487
C -5.898 4.840 8.766 -0.326
C 4.233 1.596 -1.726 -0.754
C 1.609 3.379 -7.718 -0.650
C 5.154 3.414 -4.798 -0.901
C -4.533 4.728 9.411 -0.320
C 6.758 -4.664 -1.934 -0.407
C -0.050 -0.118 -5.902 -0.505
C -0.477 5.391 -6.154 -0.732
C 6.220 -4.084 -3.225 -0.332
C 1.053 -1.847 3.628 0.320
C -2.136 1.898 4.349 -0.355
C -1.430 -6.384 3.506 -0.285
C 4.987 2.533 -2.666 -1.053
C 2.020 -0.368 -4.676 0.020
C 2.429 2.437 -7.124 -0.555
C 2.693 0.273 -5.874 -0.205
C 1.837 -2.137 2.371 -0.245
C 2.925 -0.742 -3.509 -0.502
C -3.441 2.242 5.032 -0.158
C 0.707 -0.555 -4.688 -0.037
C -0.349 -6.152 4.538 0.004
C 0.495 1.129 -6.564 0.702
C -1.294 3.558 -0.461 -0.257
C -0.301 2.070 -7.152 -0.364
C 1.866 1.335 -6.559 0.651
C -2.370 3.324 -1.503 -0.202
H -1.852 5.677 -7.746 0.425
H 6.678 -3.119 -3.451 0.284
H 2.075 4.259 -8.148 0.522
H -1.678 2.777 3.889 0.260
H 4.542 4.326 -4.795 0.278
H 1.192 -2.300 1.511 0.137
H -3.226 3.980 -1.367 0.357
H 2.492 -2.996 2.500 0.289
H -3.740 5.021 8.720 0.267
H 3.899 -0.266 -3.664 0.241
H -4.451 5.311 10.323 0.319
H -3.942 -3.238 3.932 0.178
H -2.704 2.285 -1.499 0.183
H 4.728 0.625 -1.636 0.056
H -0.528 -6.699 5.459 0.341
H -1.504 3.046 0.474 0.064
H 3.064 -1.817 -3.413 0.474
H -3.421 -4.544 -2.475 0.334
H -2.304 -5.760 3.674 0.237
H -2.111 4.190 -6.838 0.253
H 6.144 3.651 -4.387 0.446
H -1.010 -4.641 -2.141 0.270
H -6.696 4.812 9.511 0.294
H 0.497 5.751 -6.489 0.331
H -1.150 4.624 -0.270 0.331
H 3.507 2.530 -7.082 0.616
H -0.377 4.690 -5.331 -0.046
H -1.421 1.432 5.023 0.337
H -3.392 3.179 5.575 0.267
H 2.427 1.949 -2.955 0.124
H 6.352 -4.753 -4.072 0.329
H -1.375 1.918 -7.137 0.548
H -1.733 -7.433 3.477 0.279
H 2.149 1.807 -1.253 0.469
H 2.770 -0.623 -1.332 0.374
H -4.994 -1.044 5.794 0.118
H 7.831 -4.527 -1.832 0.314
H 4.273 2.052 -0.731 0.415
H 6.516 -5.725 -1.842 0.297
H -3.329 -2.888 -3.119 0.303
H 4.961 3.583 -2.340 0.514
H -0.235 -5.089 4.764 -0.030
H 0.213 -1.175 3.428 -0.018
H 0.198 -0.985 -3.830 0.710
H -3.756 1.453 5.698 0.230
H -1.144 -3.794 -3.700 0.353
H -1.013 6.263 -5.761 0.414
H -5.999 5.737 8.161 0.314
H 0.686 -2.751 4.107 0.103
H 6.054 2.248 -2.629 0.438
H -3.450 -1.533 3.979 0.214
H -5.944 -2.137 4.765 0.360
H 1.282 -0.149 -2.173 -0.020
H 5.265 3.079 -5.831 0.167
```

[2]
Molecular formula: C34H55BN10PSTeV
Method: DFT, ωB97M-V/def2-TZVPD

Summary:
HOMO energy (alpha / beta) = -13.479 / -13.481 eV
Net charge = +2
Gap between HOMO and LUMO (alpha / beta) = 6.73 / 6.74 eV

Structure (XYZ):
```
104
Properties=species:S:1:pos:R:3:mulliken_charge:R:1
Te -2.300 2.091 0.494 0.676
V -0.698 -0.277 0.173 -0.207
S -5.397 2.476 -0.416 -0.129
P 2.359 0.129 0.416 -1.389
N -0.693 0.142 1.808 0.258
N -3.008 -2.046 -0.096 0.124
N -3.328 0.240 0.739 0.744
N 0.948 -0.458 -0.173 0.125
N 3.522 -0.685 -0.392 0.497
N -2.960 -0.237 -1.733 0.463
N 2.422 -0.062 2.036 1.715
N 2.472 1.749 0.122 0.296
N -1.654 -2.072 0.241 0.777
N -1.584 -0.261 -1.766 0.672
C 0.179 -0.082 -3.550 -0.997
C 1.200 2.690 -1.760 0.611
C 4.308 -0.308 3.582 -0.789
C -4.805 -3.710 -0.685 -1.405
C 3.363 0.651 2.906 -1.070
C -1.269 -3.357 0.279 0.379
C 2.547 2.154 -1.283 -0.363
C -4.594 -1.152 2.260 -1.408
C -3.746 2.634 -0.855 0.054
C -3.594 3.374 -1.990 -0.155
C 5.385 -1.165 -2.526 -0.991
C 1.525 4.057 0.330 -1.279
C -2.361 0.051 -3.838 -1.872
C 0.765 3.956 -0.978 -0.484
C 3.888 -1.462 -2.694 -0.532
C 3.560 -1.256 4.526 -0.788
C -4.861 0.089 -3.392 -1.422
C 2.106 -1.437 4.069 -1.058
C -5.893 3.361 -1.788 -0.617
C 4.952 -0.423 -0.166 -0.813
C -0.635 1.208 3.978 -1.344
C -2.368 -4.176 -0.039 -1.687
C 1.786 2.711 1.003 0.529
C -2.780 0.315 3.059 -1.620
C 3.239 -1.747 -1.349 -0.224
C -3.424 -0.058 -2.989 0.807
C -3.538 -0.176 1.950 1.294
C 1.966 -1.357 2.548 0.387
C 5.628 -0.064 -1.492 -0.512
C -1.430 0.557 2.897 0.649
C -4.834 3.804 -2.533 -0.705
C -1.213 -0.067 -3.044 0.535
C -3.430 -3.316 -0.282 0.902
C 0.149 -3.684 0.617 -1.001
B -3.683 -0.720 -0.502 -0.243
H -5.378 -1.176 1.501 0.140
H 3.915 1.369 2.333 0.798
H -4.942 -3.504 -1.743 0.246
H -3.217 0.452 4.035 0.576
H -5.372 0.874 -2.820 0.119
H 0.816 2.308 1.362 -0.768
H -2.636 3.598 -2.422 0.588
H 0.928 -1.479 2.291 -0.647
H -4.206 -2.162 2.428 0.252
H -2.381 0.145 -4.910 0.585
H 0.328 -3.566 1.691 0.214
H 3.635 -2.697 -0.929 0.384
H 1.668 -2.400 4.377 0.521
H -4.885 0.350 -4.430 0.413
H -5.438 -0.836 -3.231 0.267
H 1.472 -0.654 4.462 0.071
H -5.044 -0.804 3.206 0.623
H 0.447 1.921 -1.588 -1.086
H 2.378 2.904 1.899 0.381
H -5.569 -3.137 -0.152 0.265
H 4.080 -2.207 4.541 0.387
H 5.886 -2.071 -2.188 0.340
H 2.170 -1.868 -1.461 -0.032
H -0.309 3.871 -0.785 -0.277
H 6.702 0.068 -1.331 0.403
H 3.302 2.914 -1.462 0.509
H 5.228 0.909 -1.827 0.161
H 2.794 1.188 3.687 0.392
H 0.910 4.869 -1.562 0.388
H 5.394 -1.340 0.230 0.471
H -2.393 -5.236 -0.046 0.610
H 1.284 2.891 -2.822 0.807
H 5.062 0.373 0.547 0.349
H -0.915 2.257 4.113 0.325
H -6.942 3.525 -1.907 0.495
H 0.831 -3.047 0.090 -0.050
H 3.769 -2.290 -3.399 0.504
H 0.904 -0.035 -2.731 -0.188
H -4.946 -4.781 -0.500 0.419
H 0.314 0.730 -4.250 0.484
H 0.366 -0.988 -4.134 0.432
H -4.855 -0.846 -0.699 0.016
H 5.100 0.273 4.086 0.472
H 0.435 1.138 3.765 -0.236
H 1.033 4.662 1.083 0.601
H 5.844 -0.868 -3.465 0.438
H 0.351 -4.720 0.338 0.506
H 4.822 -0.884 2.787 0.095
H -0.833 0.701 4.933 0.500
H 3.573 -0.832 5.536 0.345
H 2.543 -2.155 2.054 0.369
H 2.847 1.288 -1.899 -0.270
H 2.475 4.551 0.132 0.356
H -4.935 4.432 -3.391 0.477
H 3.404 -0.602 -3.147 0.072
```

[3]
Molecular formula: C34H55BrCuN3OP2
Method: DFT, ωB97M-V/def2-TZVPD

Summary:
Multiplicity = 2
HOMO energy (alpha / beta) = -10.086 / -10.042 eV
⟨S²⟩ = 0.785
Net charge = +1
Energy above the lowest of the compared OMol25 structures with the same formula, charge and spin = 0.033 eV
Gap between HOMO and LUMO (alpha / beta) = 8.27 / 5.95 eV

Structure (XYZ):
```
97
Properties=species:S:1:pos:R:3:mulliken_spin:R:1
Br 1.714 -4.584 4.188 0.000
Cu -0.569 -0.201 -0.128 0.032
P -2.730 -0.968 -0.459 0.002
P 2.484 0.521 -0.306 -0.038
O 0.082 1.776 1.929 0.001
N -0.017 -1.793 -1.224 0.098
N -0.205 -1.240 2.677 -0.009
N -0.143 0.872 -1.714 0.004
C -0.908 -2.495 -1.929 -0.025
C 0.492 -2.377 2.800 0.008
C 4.083 1.990 1.506 0.004
C 0.790 -4.057 -2.585 -0.050
C 0.109 2.288 -3.914 -0.002
C 0.718 -2.959 4.062 0.011
C 0.272 1.356 -2.691 -0.003
C -2.385 -3.400 0.803 -0.008
C 5.136 1.172 -1.663 0.004
C -4.737 -2.951 0.103 0.000
C -0.534 -3.613 -2.672 0.175
C 3.612 1.210 -1.797 0.036
C 1.722 -3.291 -1.908 0.229
C -3.700 -1.652 2.012 0.000
C 3.274 0.417 -3.061 0.040
C 2.336 -1.154 -0.831 0.356
C -0.197 0.882 1.235 -0.004
C 1.334 -2.053 -1.311 0.208
C -3.895 0.728 -2.398 0.000
C 0.195 3.740 -3.432 0.000
C 0.217 -2.333 5.203 0.000
C -0.473 -1.134 5.053 0.000
C -5.445 0.103 -0.564 0.000
C -1.246 2.022 -4.567 0.000
C 3.671 0.531 1.250 0.045
C -3.535 1.660 -0.098 -0.001
C -3.450 -2.300 0.646 0.004
C 4.867 -0.402 1.080 -0.010
C 3.152 2.666 -1.890 0.006
C 1.180 2.003 -4.945 0.001
C 2.915 0.050 2.490 0.019
C -3.984 0.416 -0.896 0.000
C -2.363 -2.007 -1.939 -0.009
C -0.651 -0.621 3.767 0.000
H -0.491 3.905 -2.587 0.000
H 3.192 2.603 1.704 0.000
H -4.696 -3.188 -0.967 0.000
H -6.054 0.972 -0.862 0.000
H 0.389 -2.785 6.171 0.000
H 2.762 -3.600 -1.810 0.004
H -2.770 -4.143 1.514 0.000
H 3.618 0.068 3.339 0.000
H 2.058 2.721 -1.907 0.001
H -2.064 2.356 -3.914 0.000
H -1.306 -4.130 -3.250 0.003
H 0.991 2.611 -5.837 0.000
H -2.499 1.941 -0.340 0.000
H -4.389 1.693 -2.593 0.000
H -5.633 -2.350 0.298 0.000
H -2.518 -1.392 -2.833 0.007
H -0.885 -0.583 5.891 0.000
H 5.528 -0.141 0.254 0.000
H -0.079 4.434 -4.237 0.000
H 5.528 0.146 -1.649 0.001
H 3.544 3.131 -2.807 0.002
H -4.420 -0.824 1.970 0.000
H -1.446 -2.993 1.198 0.001
H -4.416 -0.024 -3.005 0.000
H 5.561 1.650 -2.562 0.001
H 0.886 -2.846 1.892 -0.011
H 5.471 -0.349 1.999 0.000
H 3.502 3.253 -1.031 -0.001
H 5.519 1.730 -0.802 0.000
H 2.174 2.250 -4.564 0.000
H -1.339 0.951 -4.788 0.000
H 2.192 0.395 -3.242 -0.025
H -5.623 -0.058 0.506 0.000
H 1.159 0.945 -5.227 0.000
H -4.100 -2.420 2.688 0.000
H -4.182 2.514 -0.351 0.000
H 2.077 0.706 2.740 0.000
H -2.760 -1.275 2.435 0.001
H 4.717 2.022 2.404 0.001
H -5.821 -0.757 -1.131 0.000
H 3.623 -0.622 -3.003 -0.005
H 4.549 -1.442 0.955 0.002
H -3.596 1.492 0.987 0.000
H -1.335 2.567 -5.520 0.000
H -4.868 -3.905 0.634 0.000
H 3.762 0.890 -3.930 -0.001
H 3.331 -1.623 -0.814 -0.088
H -2.189 -3.923 -0.142 -0.003
H -1.189 0.319 3.639 0.000
H 1.217 3.978 -3.112 0.000
H 1.067 -5.005 -3.038 0.001
H 2.538 -0.970 2.376 -0.008
H -2.856 0.810 -2.745 0.000
H 4.640 2.455 0.687 0.000
H -3.053 -2.861 -2.003 -0.007
```

[4]
Molecular formula: C34H55CoN4OP2S
Method: DFT, ωB97M-V/def2-TZVPD

Summary:
Multiplicity = 4
HOMO energy (alpha / beta) = -8.536 / -8.463 eV
⟨S²⟩ = 3.793
Net charge = +1
Energy above the lowest of the compared OMol25 structures with the same formula, charge and spin = 1.778 eV
Gap between HOMO and LUMO (alpha / beta) = 6.16 / 5.57 eV

Structure (XYZ):
```
98
Properties=species:S:1:pos:R:3:mulliken_spin:R:1
Co -0.293 -0.314 -0.040 2.648
S 0.150 1.096 2.523 0.025
P -2.509 -0.113 -0.314 -0.018
P 2.258 -0.525 -0.094 0.102
O -0.916 -1.414 2.500 0.007
N 1.132 1.060 5.012 0.011
N -1.087 0.294 4.809 -0.003
N -0.514 -1.540 -1.545 0.053
N 0.351 1.019 -1.046 0.025
C -4.768 1.511 -0.568 -0.003
C 5.022 -0.448 -1.221 0.003
C 2.278 -1.923 2.451 0.038
C 0.642 -2.218 -1.860 0.069
C -2.740 -2.864 0.240 0.012
C 4.212 -2.481 1.065 0.000
C 1.848 -1.708 -1.310 0.007
C 0.758 1.260 -2.145 0.045
C 0.999 2.806 -5.569 0.003
C 3.660 1.665 -1.005 0.013
C 1.123 1.424 6.436 0.000
C -2.546 2.626 -0.892 -0.004
C -3.254 1.967 1.400 0.020
C 3.258 -1.341 1.431 0.007
C -0.537 -0.473 1.820 -0.195
C -1.587 -2.414 -3.478 0.020
C -1.142 -0.573 5.991 0.000
C 3.247 -0.091 -2.831 0.011
C -4.083 -1.325 1.658 0.016
C 0.046 0.768 4.282 0.029
C 3.985 -0.153 2.079 0.007
C 3.632 0.179 -1.364 0.054
C 0.741 2.202 -3.224 0.003
C -2.505 -0.368 -2.164 0.019
C -3.587 -1.576 0.229 -0.004
C -1.533 -1.504 -2.427 -0.009
C 0.493 -3.342 -2.703 0.017
C -4.772 -1.805 -0.719 0.004
C 0.521 4.520 -3.942 0.002
C -3.315 1.571 -0.083 0.031
C 0.474 3.562 -2.927 0.000
C 0.805 4.154 -5.258 -0.005
C -0.608 -3.410 -3.534 -0.004
C 0.920 1.826 -4.578 -0.005
H -3.706 2.963 1.501 0.000
H 1.759 0.727 6.990 0.001
H 5.027 -2.208 0.393 0.001
H 4.805 0.244 1.470 0.001
H 4.328 2.191 -1.699 0.001
H -3.494 -0.568 -2.587 -0.006
H 4.025 1.824 0.019 0.004
H -2.406 -2.346 -4.191 0.001
H 0.979 0.758 -4.838 0.000
H 3.675 -3.337 0.637 0.000
H -5.398 0.890 0.081 0.002
H -5.410 -0.923 -0.832 0.000
H -0.710 -4.225 -4.262 -0.001
H -5.176 2.531 -0.536 0.000
H -2.114 0.560 -2.618 -0.001
H -1.592 -0.020 6.820 0.000
H -2.564 2.433 -1.971 0.000
H 3.283 0.670 2.274 -0.004
H -2.219 2.022 1.765 -0.005
H 0.214 3.836 -1.895 -0.001
H -5.388 -2.607 -0.289 0.000
H -3.025 3.601 -0.726 0.000
H 2.855 -2.368 3.277 0.000
H 2.203 0.145 -3.058 -0.009
H 0.334 5.567 -3.687 0.000
H 1.652 -2.711 2.017 -0.004
H 5.496 -0.298 -0.246 0.001
H 3.412 -1.141 -3.112 0.000
H -0.148 -0.937 6.270 0.000
H -1.497 2.706 -0.580 0.005
H 5.005 -1.517 -1.468 0.000
H 4.687 -2.829 1.996 0.000
H -1.894 -2.780 0.932 -0.003
H 1.530 2.434 6.537 0.000
H -3.237 -1.176 2.342 -0.004
H -3.812 1.280 2.044 0.000
H -1.781 -1.433 5.757 0.000
H 1.214 2.510 -6.600 0.000
H -4.777 -0.479 1.726 0.000
H -4.844 1.158 -1.606 0.000
H -4.620 -2.226 1.989 0.000
H 4.413 -0.456 3.047 0.000
H 0.109 1.403 6.832 0.000
H 2.670 2.122 -1.073 -0.003
H -1.829 0.145 4.130 -0.002
H 2.687 -2.405 -1.354 -0.007
H 1.630 -1.152 2.882 -0.014
H 1.269 -4.092 -2.683 0.001
H 5.669 0.031 -1.972 -0.001
H 0.867 4.917 -6.026 0.000
H -2.373 -3.123 -0.757 -0.002
H -3.383 -3.685 0.584 0.000
H 1.923 1.389 4.459 -0.003
H -4.450 -2.139 -1.713 -0.001
H 3.875 0.537 -3.477 0.003
```